No. 1
# C43H68F2N4O3Si

3 unconnected molecules or ions with the total composition C43H68F2N4O3Si (the ωB97M-V functional and the def2-TZVPD basis, OMol25).

As for the SMILES: C#CCc1c(C(F)(F)CC[Si](C)(C)c2ccccc2)c(CCCCOC=O)c2nccnc2c1COCCC.CCN(CC)CC.CCN(CC)CC. As for the total energy: -2613.18189 Eh. The orbital gap comes out at 7.349 eV.

Last column: Löwdin charge in e.
CARTESIAN COORDINATES (ANGSTROEM)
C (0.1397, 2.1237, -2.5676)  0.127
C (0.0578, 1.7143, -1.4455)  -0.125
C (-0.0579, 1.2016, -0.0845)  -0.128
C (-1.4360, 1.4963, 0.4938)  -0.055
C (-2.5554, 0.6197, 0.3450)  -0.010
C (-2.4996, -0.6219, -0.5351)  -0.437
F (-1.3608, -0.6554, -1.2966)  0.065
F (-2.4252, -1.7384, 0.2634)  0.073
C (-3.6394, -0.7861, -1.5358)  -0.144
C (-3.9958, 0.5311, -2.2313)  -0.200
Si (-4.8600, 0.3577, -3.9080)  0.597
C (-4.8104, -1.3887, -4.5806)  -0.175
C (-6.6567, 0.8814, -3.7058)  -0.174
C (-4.0400, 1.5619, -5.0999)  -0.253
C (-4.4348, 2.8973, -5.0916)  -0.101
C (-3.8488, 3.8262, -5.9326)  -0.088
C (-2.8535, 3.4261, -6.8036)  -0.096
C (-2.4389, 2.1107, -6.8230)  -0.092
C (-3.0300, 1.1883, -5.9788)  -0.096
C (-3.7297, 0.8933, 0.9980)  -0.097
C (-4.9278, -0.0234, 0.9880)  -0.123
C (-4.7260, -1.4001, 1.6674)  -0.166
C (-3.7861, -1.3414, 2.8596)  -0.169
C (-3.8801, -2.5531, 3.7709)  -0.175
O (-3.0552, -3.6036, 3.2307)  -0.013
C (-3.5789, -4.8372, 3.2006)  -0.363
O (-3.0940, -5.7302, 2.5782)  0.093
C (-3.8424, 2.0984, 1.7512)  -0.136
N (-5.0196, 2.3827, 2.3875)  0.137
C (-5.0914, 3.5096, 3.0286)  -0.109
C (-4.0127, 4.4132, 3.0798)  -0.105
N (-2.8705, 4.1796, 2.5088)  0.147
C (-2.7692, 2.9966, 1.8300)  -0.148
C (-1.5498, 2.6696, 1.1951)  -0.070
C (-0.3989, 3.6479, 1.3074)  -0.153
O (0.5568, 3.2550, 2.2735)  -0.123
C (0.1416, 3.4242, 3.6107)  -0.253
C (1.3091, 3.1532, 4.5316)  -0.226
C (0.8145, 2.8997, 5.9586)  -0.109
H (0.2278, 2.5784, -3.5215)  0.025
H (0.1658, 0.1456, -0.0621)  0.099
H (0.7125, 1.6630, 0.5232)  0.115
H (-4.4920, -1.2735, -1.0736)  0.103
H (-3.2450, -1.4618, -2.2906)  0.113
H (-3.0773, 1.0916, -2.4161)  0.086
H (-4.6185, 1.1712, -1.6049)  0.078
H (-3.8112, -1.7933, -4.7199)  0.030
H (-5.2866, -1.3740, -5.5616)  0.038
H (-5.4071, -2.0425, -3.9475)  0.034
H (-7.1385, 1.0769, -4.6605)  0.035
H (-7.2105, 0.1305, -3.1454)  0.030
H (-6.6904, 1.8074, -3.1315)  0.025
H (-5.2135, 3.2230, -4.4161)  0.094
H (-4.1818, 4.8527, -5.8978)  0.102
H (-2.4042, 4.1465, -7.4718)  0.101
H (-1.6526, 1.8004, -7.4944)  0.101
H (-2.7009, 0.1583, -6.0065)  0.097
H (-5.2776, -0.1520, -0.0335)  0.090
H (-5.7385, 0.4509, 1.5176)  0.099
H (-5.7025, -1.6942, 2.0526)  0.116
H (-4.4199, -2.1591, 0.9521)  0.103
H (-4.0174, -0.4656, 3.4689)  0.124
H (-2.7417, -1.2535, 2.5690)  0.116
H (-4.9082, -2.8934, 3.8781)  0.115
H (-3.4803, -2.2900, 4.7482)  0.124
H (-4.4841, -4.9499, 3.8154)  0.142
H (-6.0170, 3.7522, 3.5325)  0.106
H (-4.1308, 5.3444, 3.6196)  0.108
H (-0.7822, 4.6461, 1.5044)  0.119
H (0.1335, 3.6893, 0.3636)  0.121
H (-0.2196, 4.4463, 3.7628)  0.126
H (-0.6869, 2.7517, 3.8611)  0.123
H (1.9887, 4.0007, 4.5284)  0.109
H (1.8407, 2.2752, 4.1716)  0.112
H (1.6072, 3.0593, 6.6816)  0.067
H (-0.0272, 3.5528, 6.1867)  0.070
H (0.4480, 1.8804, 6.0578)  0.070
C (2.4520, -1.9412, -2.8628)  -0.084
C (3.1477, -2.9814, -1.9963)  -0.271
N (2.9603, -2.7491, -0.5765)  -0.202
C (3.8348, -3.5435, 0.2654)  -0.257
C (3.6598, -5.0667, 0.2545)  -0.081
C (1.5833, -2.6376, -0.1354)  -0.244
C (0.6303, -3.8097, -0.3934)  -0.066
H (2.7618, -0.9329, -2.5836)  0.074
H (2.7107, -2.1029, -3.9102)  0.073
H (1.3658, -1.9991, -2.7831)  0.063
H (4.2231, -2.9348, -2.1929)  0.116
H (2.8201, -3.9849, -2.3132)  0.102
H (3.7354, -3.1792, 1.2921)  0.111
H (4.8641, -3.3125, -0.0313)  0.101
H (2.7695, -5.3806, 0.7980)  0.058
H (4.5170, -5.5376, 0.7402)  0.070
H (3.6011, -5.4641, -0.7592)  0.066
H (1.1458, -1.7555, -0.6107)  0.078
H (1.5900, -2.4070, 0.9337)  0.119
H (0.7330, -4.2141, -1.4022)  0.070
H (-0.4007, -3.4661, -0.2885)  0.059
H (0.7617, -4.6279, 0.3142)  0.060
C (5.1445, 0.0912, 0.3248)  -0.084
C (6.5870, -0.2421, -0.0213)  -0.273
N (7.5559, 0.5478, 0.7176)  -0.202
C (8.9076, 0.4363, 0.2021)  -0.253
C (9.6038, -0.9285, 0.2814)  -0.087
C (7.4184, 0.5131, 2.1624)  -0.247
C (7.4879, -0.8534, 2.8588)  -0.081
H (4.9483, 1.1567, 0.1948)  0.080
H (4.4722, -0.4707, -0.3262)  0.054
H (4.8961, -0.1831, 1.3511)  0.065
H (6.7456, -0.0388, -1.0841)  0.118
H (6.7371, -1.3271, 0.1088)  0.094
H (9.5253, 1.1817, 0.7109)  0.110
H (8.8770, 0.7448, -0.8476)  0.108
H (9.9220, -1.1689, 1.2951)  0.054
H (10.4996, -0.9198, -0.3430)  0.068
H (8.9642, -1.7351, -0.0782)  0.065
H (6.4647, 0.9790, 2.4202)  0.100
H (8.1804, 1.1737, 2.5840)  0.113
H (6.8940, -1.6055, 2.3373)  0.062
H (7.0895, -0.7699, 3.8720)  0.070
H (8.5084, -1.2245, 2.9426)  0.054

Cartesian forces (eV/Å) of the 6 atoms listed first:
0.0 0.3 0.0
0.1 -0.2 -0.1
0.0 0.0 -0.1
0.3 -0.1 0.0
0.5 0.2 0.0
-0.3 -0.1 -0.3

---

No. 2
# C53H118N6O8

8 unconnected molecules or ions with the total composition C53H118N6O8 (the ωB97M-V functional and the def2-TZVPD basis, OMol25).

The calculation puts the relative energy (zero: lowest compared OMol25 entry of this formula, charge and spin) at 68.8 kcal per mole. As for the SMILES: CC1(C)CCCC(C)(C)N1O.CC1(C)CCCC(C)(C)N1O.CC1(C)CCCC(C)(C)N1O.CC1(C)CCCC(C)(C)N1O.CC1(C)CCCC(C)(C)N1O.COC[C@H](C)N.CCO.CCO. As for the total energy: -3020.27741 Eh. The orbital gap comes out at 8.767 eV.

Last column: Löwdin charge in e.
CARTESIAN COORDINATES (ANGSTROEM)
C (-16.3535, 1.3257, 19.6108)  -0.029
C (-17.6990, 1.1526, 18.9790)  -0.520
C (-17.6104, 1.4295, 17.4989)  -0.017
C (-18.2777, -0.2390, 19.1584)  -0.166
C (-19.7186, -0.4628, 18.8084)  -0.183
C (-20.5669, 0.3640, 19.7934)  -0.143
C (-20.2469, 1.8359, 19.5991)  -0.495
C (-20.9411, 2.3933, 18.3619)  -0.046
C (-20.8578, 2.5958, 20.7800)  -0.054
N (-18.7074, 1.9744, 19.6936)  -0.051
O (-18.3812, 3.3374, 19.5056)  -0.040
H (-16.2821, 0.8300, 20.5642)  0.050
H (-15.4627, 0.9743, 19.0143)  0.110
H (-16.1029, 2.3621, 19.8091)  0.076
H (-16.7816, 0.9340, 17.0577)  0.064
H (-18.5588, 1.1041, 17.0116)  0.086
H (-17.5383, 2.4859, 17.3162)  0.081
H (-17.6726, -0.9480, 18.6311)  0.067
H (-18.2327, -0.4843, 20.2036)  0.114
H (-19.9943, -0.2799, 17.7432)  0.111
H (-19.9692, -1.5360, 19.0167)  0.118
H (-20.2713, 0.0623, 20.8145)  0.128
H (-21.6493, 0.2522, 19.6114)  0.128
H (-21.9992, 2.4418, 18.5084)  0.068
H (-20.8023, 1.8073, 17.4296)  0.075
H (-20.5507, 3.4212, 18.0340)  0.112
H (-21.9467, 2.4507, 20.8791)  0.092
H (-20.6389, 3.7021, 20.6890)  0.099
H (-20.4347, 2.3939, 21.7634)  0.056
H (-18.2285, 3.7123, 20.3669)  0.072
C (-7.3413, -4.5646, 25.2079)  -0.013
C (-8.4655, -3.4842, 25.3032)  -0.441
C (-8.0901, -2.5849, 26.4774)  -0.045
C (-8.6162, -2.6916, 23.9616)  -0.128
C (-9.8325, -1.8020, 23.8659)  -0.185
C (-11.0753, -2.6050, 24.2189)  -0.140
C (-11.0000, -3.2499, 25.6047)  -0.521
C (-10.9447, -2.1972, 26.6631)  -0.052
C (-12.2215, -4.1386, 25.7907)  -0.020
N (-9.7897, -4.1508, 25.6043)  -0.117
O (-9.6453, -4.7847, 26.8553)  -0.047
H (-6.3832, -4.0936, 25.2717)  0.075
H (-7.3620, -5.1961, 26.0740)  0.070
H (-7.4809, -5.1565, 24.2974)  0.080
H (-8.6042, -1.6326, 26.4067)  0.061
H (-8.2300, -2.9598, 27.4263)  0.059
H (-7.0697, -2.2666, 26.5647)  0.084
H (-7.7233, -2.1133, 23.7881)  0.112
H (-8.5947, -3.4105, 23.0687)  0.141
H (-9.7693, -0.9500, 24.5686)  0.105
H (-9.8664, -1.3312, 22.8326)  0.134
H (-11.1791, -3.4335, 23.4867)  0.125
H (-11.9705, -1.9750, 24.2486)  0.110
H (-10.4864, -2.6061, 27.5781)  0.092
H (-11.9616, -1.8317, 26.9876)  0.109
H (-10.3471, -1.2908, 26.5493)  0.064
H (-12.1754, -4.7819, 26.6925)  0.099
H (-12.2346, -4.8281, 24.9402)  0.055
H (-13.0819, -3.4599, 25.7443)  0.088
H (-9.4549, -5.7369, 26.6189)  0.133
C (-16.7896, 1.8192, 24.9240)  -0.026
C (-16.9443, 3.0508, 24.0305)  -0.519
C (-16.2863, 2.6042, 22.6826)  -0.049
C (-18.4421, 3.3674, 23.7206)  -0.105
C (-18.9672, 3.9699, 25.0391)  -0.192
C (-18.2759, 5.2772, 25.3074)  -0.139
C (-16.8116, 4.9849, 25.6032)  -0.541
C (-15.9863, 6.2955, 25.6400)  -0.039
C (-16.6339, 4.2668, 26.9446)  -0.032
N (-16.3188, 4.2719, 24.4303)  -0.132
O (-14.9164, 4.1299, 24.3822)  -0.023
H (-15.8537, 1.8645, 25.5005)  0.080
H (-17.6332, 1.7034, 25.5774)  0.059
H (-16.8147, 0.8506, 24.3148)  0.105
H (-16.9980, 1.9100, 22.2393)  0.063
H (-16.2825, 3.4346, 21.9682)  0.085
H (-15.3046, 2.1549, 22.7088)  0.071
H (-18.4483, 4.0863, 22.8963)  0.116
H (-18.9587, 2.4451, 23.4270)  0.113
H (-20.0702, 4.0876, 24.9773)  0.120
H (-18.9092, 3.2720, 25.8506)  0.081
H (-18.5943, 5.7990, 26.2358)  0.130
H (-18.4388, 5.9592, 24.4276)  0.142
H (-14.9486, 6.1661, 25.9843)  0.078
H (-16.4483, 7.0231, 26.3369)  0.085
H (-15.9600, 6.7376, 24.6023)  0.105
H (-16.8444, 4.9094, 27.8283)  0.097
H (-15.5849, 3.9681, 27.0439)  0.082
H (-17.3669, 3.4793, 27.1493)  0.072
H (-14.7541, 3.5011, 25.1641)  0.114
C (-11.5670, -1.7199, 17.2777)  -0.008
C (-11.1768, -2.6228, 16.0809)  -0.451
C (-11.9626, -2.3336, 14.7173)  0.007
C (-9.6692, -2.4379, 15.8095)  -0.133
C (-8.8127, -3.1434, 16.9008)  -0.157
C (-9.1771, -4.6385, 16.9348)  -0.137
C (-10.6785, -4.9086, 17.2136)  -0.479
C (-10.9413, -6.4384, 16.8832)  -0.016
C (-10.9528, -4.8175, 18.7205)  -0.030
N (-11.4655, -4.1017, 16.2309)  -0.088
O (-12.8032, -4.2543, 16.5928)  -0.088
H (-11.0968, -2.1711, 18.1655)  0.061
H (-11.1400, -0.7071, 17.2015)  0.089
H (-12.6674, -1.6758, 17.4378)  0.070
H (-12.9661, -2.6715, 14.9422)  0.044
H (-11.9558, -1.2768, 14.6530)  0.068
H (-11.4903, -2.7507, 13.8588)  0.075
H (-9.4415, -2.8923, 14.8357)  0.116
H (-9.5108, -1.4054, 15.6621)  0.098
H (-7.8148, -3.1153, 16.5347)  0.095
H (-8.9085, -2.6882, 17.8477)  0.087
H (-8.5729, -5.2691, 17.5929)  0.119
H (-8.8874, -5.0005, 15.9104)  0.127
H (-11.9707, -6.5819, 16.9191)  0.047
H (-10.3301, -7.0179, 17.6084)  0.095
H (-10.6082, -6.5452, 15.8807)  0.065
H (-10.5454, -5.6377, 19.2367)  0.062
H (-12.0459, -4.8930, 18.8374)  0.084
H (-10.6639, -3.8762, 19.1219)  0.053
H (-13.3025, -4.3565, 15.7306)  0.098
C (-16.7270, -6.2140, 15.3422)  -0.010
C (-17.2851, -4.7845, 15.0153)  -0.512
C (-17.2786, -4.5520, 13.5407)  -0.049
C (-18.7096, -4.6533, 15.4577)  -0.146
C (-18.8945, -4.6439, 16.9746)  -0.181
C (-18.0046, -3.5490, 17.5565)  -0.158
C (-16.5437, -3.6614, 17.1656)  -0.463
C (-15.8664, -2.3090, 17.5583)  -0.021
C (-15.9117, -4.8756, 17.8584)  -0.014
N (-16.4956, -3.6874, 15.6468)  -0.051
O (-15.1373, -3.8623, 15.2937)  -0.070
H (-17.2811, -6.6790, 16.2339)  0.093
H (-16.9472, -6.8302, 14.4117)  0.101
H (-15.6574, -6.2460, 15.4649)  0.066
H (-17.5338, -3.5858, 13.2662)  0.069
H (-16.3628, -4.7232, 13.0736)  0.066
H (-17.9833, -5.1747, 13.0220)  0.090
H (-19.2036, -3.7277, 15.1076)  0.133
H (-19.3575, -5.4125, 15.0162)  0.126
H (-19.8871, -4.3695, 17.2989)  0.107
H (-18.7215, -5.5897, 17.4747)  0.098
H (-18.1597, -3.5930, 18.6823)  0.154
H (-18.4735, -2.7240, 17.1097)  0.093
H (-16.3481, -1.4672, 17.0316)  0.074
H (-14.7702, -2.2282, 17.1855)  0.086
H (-15.8805, -2.1027, 18.6665)  0.080
H (-14.8898, -5.1216, 17.4771)  0.092
H (-16.4950, -5.7862, 17.7421)  0.058
H (-16.0299, -4.5717, 18.9028)  0.070
H (-14.9429, -3.1227, 14.7196)  0.097
C (-15.1522, -5.7079, 21.3181)  -0.138
O (-15.7629, -4.4873, 21.5159)  -0.181
C (-14.7973, -3.4680, 21.4505)  -0.217
C (-15.4739, -2.1483, 21.9081)  -0.413
C (-14.3257, -1.1280, 21.9760)  -0.054
N (-16.1205, -2.1716, 23.2181)  0.054
H (-14.2612, -5.8998, 21.9596)  0.084
H (-14.6869, -5.7189, 20.3183)  0.076
H (-15.8937, -6.5301, 21.4557)  0.103
H (-13.9712, -3.6427, 22.1175)  0.114
H (-14.4741, -3.3000, 20.4376)  0.113
H (-16.1990, -1.9266, 21.0659)  0.133
H (-14.5920, -0.0703, 22.1877)  0.074
H (-13.8351, -1.1162, 21.0503)  0.054
H (-13.5866, -1.4799, 22.7003)  0.058
H (-16.6308, -3.0398, 23.2894)  0.061
H (-15.3687, -2.1601, 23.9255)  0.075
C (-11.3589, -7.7075, 24.4043)  -0.069
C (-10.9761, -6.7046, 23.2652)  -0.325
O (-9.7448, -6.0785, 23.4785)  -0.111
H (-12.1842, -8.4079, 24.2506)  0.051
H (-11.7717, -7.0382, 25.1986)  0.060
H (-10.5397, -8.3229, 24.7654)  0.069
H (-11.7497, -5.9638, 23.2439)  0.067
H (-10.8909, -7.3076, 22.3560)  0.111
H (-9.7752, -5.5511, 24.3325)  0.054
C (-15.3585, -9.1307, 24.6930)  -0.096
C (-15.8546, -9.8259, 23.4064)  -0.349
O (-16.2083, -11.1593, 23.5610)  -0.061
H (-15.1787, -8.0867, 24.5712)  0.059
H (-14.4741, -9.6502, 25.1007)  0.080
H (-16.0577, -9.2047, 25.4724)  0.047
H (-14.9887, -9.6193, 22.7456)  0.107
H (-16.6462, -9.1930, 22.9648)  0.107
H (-16.2224, -11.3749, 24.5214)  0.102

Cartesian forces (eV/Å) of the 6 atoms listed first:
1.8 -0.1 0.1
-2.0 -0.3 -0.6
-1.9 0.4 -0.4
0.6 -0.6 0.1
-1.5 -0.7 0.1
0.3 -0.1 -0.9